{"formula": "C3H2NOPS", "method": "ωB97M-V/def2-TZVPD", "elements": ["C", "C", "C", "N", "O", "P", "S", "H", "H"], "positions_angstrom": [[-2.093, -0.915, 0.391], [-0.431, 1.084, 0.679], [-0.915, -0.160, 0.486], [-3.016, -1.552, 0.217], [1.324, 0.393, -1.901], [0.994, 0.063, 0.433], [2.611, -0.906, 1.014], [-0.646, 2.067, 0.692], [2.173, -0.074, -2.010]], "atomic_forces_ev_per_a": [[1.5, 1.3, -0.1], [1.6, -3.6, -0.4], [3.2, 0.7, 0.4], [-1.6, -1.2, -0.1], [-0.5, -0.5, 3.6], [-0.9, -1.1, -4.0], [-1.8, 1.2, 0.0], [-1.2, 3.1, 0.4], [-0.3, 0.1, 0.2]], "gap_ev": [8.40, 8.41], "total_energy_ha": -984.8799, "lumo_ev": [-1.572, -1.572], "e_above_lowest_kj_mol": 292.3, "fmax_ev_per_a": 4.25}

***

{"formula": "C3H2NOS2", "method": "ωB97M-V/def2-TZVPD", "elements": ["C", "C", "C", "N", "O", "S", "S", "H", "H"], "positions_angstrom": [[-0.861, 0.979, 0.094], [-3.754, 0.699, 0.422], [-0.545, -0.136, 0.937], [-2.685, 1.197, 0.640], [-4.808, 0.214, 0.140], [-0.290, 2.342, -0.504], [-0.483, -0.926, -0.631], [0.381, 0.024, 1.581], [-1.273, -0.615, 1.455]], "atomic_forces_ev_per_a": [[-2.0, -0.9, 0.6], [1.1, -0.1, -0.8], [3.6, 1.4, 1.1], [-0.1, -0.1, -0.1], [-0.2, 0.1, 0.4], [0.5, 0.7, -0.3], [0.2, -0.1, -1.7], [-0.8, -0.4, -1.0], [-2.2, -0.5, 1.9]], "gap_ev": 7.40, "total_energy_ha": -1041.8748, "lumo_ev": 3.444, "e_above_lowest_kj_mol": 288.3, "charge": -1, "fmax_ev_per_a": 4.03}

***

{"formula": "C3H2O2", "method": "ωB97M-V/def2-TZVPD", "elements": ["O", "C", "C", "C", "O", "H", "H"], "positions_angstrom": [[-2.470, 0.910, 0.013], [-1.545, 0.162, 0.066], [-0.342, -0.332, -0.274], [1.059, 0.209, -0.005], [0.382, -1.427, 0.013], [1.713, 0.101, -0.889], [1.203, 0.376, 1.075]], "atomic_forces_ev_per_a": [[1.2, -1.9, 0.2], [-0.3, 2.2, -0.6], [0.2, 0.7, 0.4], [-3.0, -4.2, -0.1], [1.1, 2.1, 0.0], [0.0, 0.8, 1.1], [0.8, 0.3, -1.0]], "gap_ev": 8.36, "total_energy_ha": -265.8290, "lumo_ev": -0.041, "smiles": "O=C=C1CO1", "e_above_lowest_kj_mol": 321.1, "fmax_ev_per_a": 5.15}

***

{"formula": "C3H2O2", "method": "ωB97M-V/def2-TZVPD", "elements": ["C", "C", "O", "C", "O", "H", "H"], "positions_angstrom": [[1.179, -1.043, -0.274], [0.006, -1.035, -0.018], [-1.080, -0.357, 0.216], [-0.813, 0.961, 0.191], [-1.656, 1.783, 0.355], [2.110, -1.491, -0.478], [0.254, 1.182, 0.008]], "atomic_forces_ev_per_a": [[0.7, -1.6, -0.2], [0.1, 0.7, -0.1], [-1.1, -1.3, 0.2], [-0.5, 2.9, 0.2], [0.3, -0.6, -0.1], [0.6, 0.1, -0.1], [-0.2, -0.2, 0.0]], "gap_ev": 10.99, "total_energy_ha": -265.8816, "lumo_ev": 0.476, "smiles": "C#COC=O", "e_above_lowest_kj_mol": 182.8, "fmax_ev_per_a": 2.90}

***

{"formula": "C3H2O2", "method": "ωB97M-V/def2-TZVPD", "elements": ["C", "C", "C", "O", "O", "H", "H"], "positions_angstrom": [[-1.562, 0.078, 0.621], [-1.529, -0.288, -0.508], [1.686, -0.071, -0.681], [1.999, -0.454, 0.466], [2.382, 0.849, -0.078], [-1.513, 0.254, 1.682], [-1.463, -0.367, -1.502]], "atomic_forces_ev_per_a": [[0.1, -0.1, 1.6], [-0.1, 0.7, 2.0], [-1.6, -0.3, -3.5], [0.4, -2.2, 3.3], [1.2, 2.4, 0.2], [-0.2, 0.1, -0.5], [0.1, -0.6, -3.1]], "gap_ev": 10.95, "total_energy_ha": -265.7111, "lumo_ev": 0.206, "e_above_lowest_kj_mol": 630.6, "fmax_ev_per_a": 3.97}

***

{"formula": "C3H2O2", "method": "ωB97M-V/def2-TZVPD", "elements": ["C", "C", "C", "O", "O", "H", "H"], "positions_angstrom": [[0.989, -0.190, 0.085], [2.355, -0.093, 0.007], [-0.020, -0.882, -0.833], [0.462, -1.470, 0.425], [3.441, 0.218, -0.130], [0.700, 0.805, 0.772], [-0.998, -0.328, -0.567]], "atomic_forces_ev_per_a": [[-0.6, 2.1, 3.5], [1.0, 1.0, -1.3], [-1.3, -0.3, -1.1], [0.0, 1.1, -0.1], [-0.8, -0.7, 0.4], [0.5, -2.6, -1.6], [1.1, -0.5, 0.0]], "gap_ev": [6.69, 6.69], "total_energy_ha": -265.7684, "lumo_ev": [-0.976, -0.977], "e_above_lowest_kj_mol": 480.0, "fmax_ev_per_a": 4.15}

***

{"formula": "C3H2O3P", "method": "ωB97M-V/def2-TZVPD", "elements": ["O", "C", "C", "P", "C", "O", "O", "H", "H"], "positions_angstrom": [[-3.203, 0.177, 0.250], [-2.113, -0.109, -0.058], [-0.923, -0.412, -0.437], [0.253, 1.033, -0.366], [1.921, -0.071, 0.061], [2.740, 0.702, 0.446], [1.847, -1.264, -0.155], [-0.640, -1.413, -0.811], [0.118, 1.358, 1.070]], "atomic_forces_ev_per_a": [[-0.5, 0.3, 0.4], [-0.6, -0.6, -0.4], [0.6, -0.1, -0.3], [0.3, -0.5, 1.0], [-2.2, -0.4, -1.1], [2.5, 1.8, 1.1], [-0.1, -1.0, -0.2], [0.0, 0.8, 0.5], [-0.1, -0.3, -1.0]], "gap_ev": 7.23, "total_energy_ha": -682.6243, "lumo_ev": 3.678, "smiles": "O=C=CPC(=O)[O-]", "e_above_lowest_kj_mol": 26.0, "charge": -1, "fmax_ev_per_a": 3.26}

***

{"formula": "C3H2O3Pt", "method": "ωB97M-V/def2-TZVPD", "elements": ["O", "C", "C", "O", "Pt", "H", "C", "O", "H"], "positions_angstrom": [[-0.471, 0.093, 1.114], [-0.188, -1.077, 0.323], [1.171, -1.119, -0.125], [1.973, -0.204, -0.135], [0.943, 1.333, 0.565], [-0.701, -1.995, 0.603], [-1.189, 0.140, -0.147], [-0.468, 1.144, -0.839], [-1.070, 1.684, -1.359]], "atomic_forces_ev_per_a": [[-2.3, -0.9, 1.6], [-0.5, -1.0, -1.0], [-0.6, -0.4, -0.2], [1.7, -1.8, -0.9], [3.5, 5.5, 2.1], [0.2, 0.3, 0.0], [-0.9, -1.6, -0.1], [-0.9, -0.6, -1.4], [-0.2, 0.4, -0.2]], "gap_ev": [7.56, 6.34], "total_energy_ha": -459.8928, "lumo_ev": [-6.298, -7.587], "spin_multiplicity": 4, "e_above_lowest_kj_mol": 342.4, "charge": 1, "fmax_ev_per_a": 6.88}

***

{"formula": "C3H2O3Rh", "method": "ωB97M-V/def2-TZVPD", "elements": ["O", "C", "O", "O", "C", "C", "H", "H", "Rh"], "positions_angstrom": [[4.343, -0.389, 0.002], [3.237, -0.685, 0.110], [2.200, -1.205, 0.306], [-0.129, 0.753, -0.135], [-1.313, 0.064, -0.071], [-2.515, 0.671, -0.202], [-3.438, 0.087, -0.171], [-2.614, 1.767, -0.208], [0.228, -1.063, 0.369]], "atomic_forces_ev_per_a": [[-1.4, 0.4, -0.2], [2.3, -0.9, 0.4], [2.0, 0.3, -0.3], [-4.1, 2.2, -1.0], [4.0, 1.9, -0.1], [-1.9, 0.9, 0.2], [0.4, 0.1, -0.1], [0.2, -0.5, -0.1], [-1.5, -4.4, 1.3]], "gap_ev": [8.86, 7.93], "total_energy_ha": -451.3122, "lumo_ev": [-4.079, -7.041], "spin_multiplicity": 5, "e_above_lowest_kj_mol": 0.0, "charge": 1, "fmax_ev_per_a": 4.79}

***

{"formula": "C3H2O3Yb", "method": "ωB97M-V/def2-TZVPD", "elements": ["O", "C", "C", "O", "O", "C", "Yb", "H", "H"], "positions_angstrom": [[1.344, -1.394, -0.150], [-2.450, 1.613, 2.239], [2.179, -0.639, -0.903], [-1.965, 0.798, 1.614], [0.536, 1.033, -1.167], [1.788, 0.564, -1.390], [-0.525, -0.405, -0.017], [3.178, -1.038, -1.116], [2.461, 1.174, -2.004]], "atomic_forces_ev_per_a": [[-0.2, -0.2, 0.3], [0.3, -0.4, -0.3], [0.3, 0.7, -0.5], [-0.4, 0.6, 0.6], [-0.5, 0.1, 0.2], [0.7, -0.6, -0.1], [0.3, -0.1, -0.5], [-0.3, 0.1, 0.1], [-0.2, -0.2, 0.2]], "gap_ev": 5.02, "total_energy_ha": -1499.8751, "lumo_ev": -0.828, "e_above_lowest_kj_mol": 0.0, "fmax_ev_per_a": 0.97}

***

What did the eighth record say?
{"formula": "C3H2O3Pt", "method": "ωB97M-V/def2-TZVPD", "elements": ["O", "C", "C", "O", "Pt", "H", "C", "O", "H"], "positions_angstrom": [[-0.471, 0.093, 1.114], [-0.188, -1.077, 0.323], [1.171, -1.119, -0.125], [1.973, -0.204, -0.135], [0.943, 1.333, 0.565], [-0.701, -1.995, 0.603], [-1.189, 0.140, -0.147], [-0.468, 1.144, -0.839], [-1.070, 1.684, -1.359]], "atomic_forces_ev_per_a": [[-2.3, -0.9, 1.6], [-0.5, -1.0, -1.0], [-0.6, -0.4, -0.2], [1.7, -1.8, -0.9], [3.5, 5.5, 2.1], [0.2, 0.3, 0.0], [-0.9, -1.6, -0.1], [-0.9, -0.6, -1.4], [-0.2, 0.4, -0.2]], "gap_ev": [7.56, 6.34], "total_energy_ha": -459.8928, "lumo_ev": [-6.298, -7.587], "spin_multiplicity": 4, "e_above_lowest_kj_mol": 342.4, "charge": 1, "fmax_ev_per_a": 6.88}

***

Question: Which formula does entry 2 have?
Answer: C3H2NOS2